Version one
This record from OMol25 describes a cluster of 2 separate species, C2H5PS in total. The level of theory is ωB97M-V/def2-TZVPD.

As for the structure (SMILES): [PH3]=S.C#C. Its frontier orbital gap is 9.92 eV.

Last column: natural (NBO) charge in e.
Atoms and positions in Å:
P  1.808  -0.001  0.165  0.625
S  2.365  1.033  1.701  -0.536
H  2.500  -1.035  -0.385  -0.022
H  0.642  -0.709  0.085  -0.052
H  1.239  0.784  -0.879  -0.013
C  -2.589  0.033  -0.577  -0.237
C  -1.862  -0.149  0.343  -0.244
H  -2.907  0.343  -1.589  0.247
H  -1.196  -0.299  1.137  0.232

***

Version two
This record from OMol25 describes a structure of composition C2H5PS. The level of theory is ωB97M-V/def2-TZVPD.

Its frontier orbital gap is 8.56 eV.

Last column: natural (NBO) charge in e.
Atoms and positions in Å:
C  -0.612  -0.133  1.018  -0.823
C  0.861  -0.156  -1.532  -0.711
P  -1.563  -0.516  2.354  0.346
S  0.041  -1.179  -0.204  0.292
H  -0.291  1.138  0.733  0.247
H  0.809  0.892  -1.534  0.227
H  0.516  -0.459  -2.462  0.225
H  1.924  -0.395  -1.322  0.228
H  -1.686  0.809  2.949  -0.031

***

In terms of stability, version two leads; the second structure lies 0.864 eV higher.

***

Version one
This record from OMol25 describes an isolated molecule of C21H26N2O4S. The level of theory is ωB97M-V/def2-TZVPD.

As for the structure (SMILES): COc1cccc(CNC(=O)C2CCN(S(=O)(=O)c3ccc(C)cc3)CC2)c1. Its frontier orbital gap is 8.89 eV.

Last column: natural (NBO) charge in e.
Atoms and positions in Å:
C  1.249  -5.752  3.056  -0.254
O  0.255  -6.096  2.121  -0.512
C  0.254  -5.461  0.916  0.393
C  -0.747  -5.846  0.021  -0.287
C  -0.830  -5.255  -1.221  -0.185
C  0.077  -4.275  -1.596  -0.245
C  1.077  -3.894  -0.719  -0.003
C  2.049  -2.793  -1.063  -0.246
N  1.683  -1.563  -0.386  -0.624
C  2.210  -1.212  0.803  0.700
O  3.117  -1.816  1.341  -0.641
C  1.570  0.032  1.421  -0.312
C  1.696  1.227  0.465  -0.426
C  0.802  2.391  0.896  -0.232
N  -0.563  1.981  1.151  -0.666
S  -1.442  1.578  -0.230  2.299
O  -2.730  1.143  0.217  -0.935
O  -0.724  0.692  -1.118  -0.973
C  -1.581  3.182  -1.000  -0.282
C  -2.295  4.163  -0.338  -0.176
C  -2.409  5.417  -0.908  -0.219
C  -1.813  5.697  -2.136  0.019
C  -1.961  7.051  -2.757  -0.632
C  -1.101  4.692  -2.784  -0.223
C  -0.983  3.434  -2.219  -0.189
C  -0.646  0.972  2.190  -0.233
C  0.112  -0.290  1.784  -0.419
C  1.165  -4.484  0.537  -0.345
H  2.252  -5.971  2.675  0.179
H  1.193  -4.695  3.335  0.178
H  1.054  -6.368  3.933  0.198
H  -1.446  -6.608  0.329  0.221
H  -1.609  -5.557  -1.905  0.213
H  0.004  -3.812  -2.569  0.208
H  3.054  -3.054  -0.718  0.237
H  2.065  -2.610  -2.140  0.203
H  0.867  -1.079  -0.734  0.415
H  2.117  0.256  2.344  0.224
H  1.403  0.934  -0.541  0.230
H  2.736  1.558  0.435  0.220
H  1.179  2.848  1.817  0.206
H  0.774  3.157  0.116  0.216
H  -2.752  3.923  0.608  0.237
H  -2.965  6.190  -0.400  0.217
H  -2.909  7.108  -3.293  0.228
H  -1.961  7.828  -1.996  0.221
H  -1.160  7.246  -3.465  0.220
H  -0.637  4.897  -3.738  0.217
H  -0.440  2.641  -2.708  0.240
H  -0.239  1.403  3.109  0.202
H  -1.705  0.752  2.332  0.238
H  0.093  -1.016  2.599  0.224
H  -0.409  -0.725  0.930  0.217
H  1.951  -4.158  1.200  0.238

***

Version two
This record from OMol25 describes an isolated molecule of C21H26N2O4S. The level of theory is ωB97M-V/def2-TZVPD.

As for the structure (SMILES): CCN(CC)CCCN1C(=O)C(O)=C(C(=O)c2ccc(C)o2)[C@@H]1c1cccs1. Its frontier orbital gap is 8.29 eV.

Last column: natural (NBO) charge in e.
Atoms and positions in Å:
C  5.367  1.673  1.550  -0.618
C  4.696  1.316  0.227  -0.210
N  4.362  -0.097  0.137  -0.467
C  5.499  -0.996  0.242  -0.216
C  6.601  -0.839  -0.813  -0.638
C  3.477  -0.387  -0.978  -0.222
C  2.671  -1.671  -0.756  -0.408
C  2.001  -1.712  0.627  -0.239
N  0.592  -1.400  0.596  -0.397
C  -0.355  -2.310  0.309  0.609
O  -0.227  -3.480  -0.006  -0.635
C  -1.675  -1.638  0.477  0.303
O  -2.769  -2.370  0.289  -0.631
C  -1.475  -0.366  0.877  -0.192
C  -2.397  0.712  1.250  0.502
O  -2.051  1.607  2.009  -0.547
C  -3.727  0.675  0.663  0.132
C  -4.846  1.412  0.989  -0.202
C  -5.857  1.002  0.103  -0.334
C  -5.292  0.054  -0.713  0.335
C  -5.857  -0.731  -1.840  -0.656
O  -4.011  -0.140  -0.379  -0.383
C  0.018  -0.124  0.976  -0.068
C  0.426  1.006  0.088  -0.205
C  1.042  2.167  0.435  -0.243
C  1.233  3.036  -0.664  -0.262
C  0.756  2.522  -1.824  -0.402
S  0.051  0.968  -1.605  0.430
H  4.806  1.245  2.377  0.210
H  5.387  2.754  1.664  0.213
H  6.390  1.310  1.594  0.201
H  5.331  1.652  -0.610  0.160
H  3.754  1.867  0.161  0.202
H  5.935  -0.861  1.234  0.195
H  5.110  -2.015  0.199  0.193
H  7.084  0.131  -0.735  0.203
H  6.199  -0.947  -1.818  0.204
H  7.354  -1.609  -0.663  0.215
H  2.783  0.450  -1.066  0.211
H  4.012  -0.466  -1.938  0.171
H  3.321  -2.539  -0.861  0.204
H  1.908  -1.746  -1.531  0.223
H  2.508  -1.006  1.287  0.234
H  2.086  -2.721  1.042  0.222
H  -2.458  -3.265  0.048  0.507
H  -4.911  2.139  1.772  0.239
H  -6.867  1.355  0.066  0.229
H  -5.324  -0.505  -2.763  0.230
H  -6.909  -0.494  -1.967  0.229
H  -5.746  -1.796  -1.643  0.233
H  0.299  0.134  2.006  0.237
H  1.340  2.398  1.441  0.232
H  1.705  3.999  -0.587  0.228
H  0.770  2.957  -2.803  0.237

***

In terms of stability, version one leads; the second structure lies 0.701 eV higher.